# C18H19NO4

An isolated molecule of C18H19NO4 in a non-equilibrium geometry (ωB97M-V with the def2-TZVPD basis set, the Open Molecules 2025 dataset).

Positions of all 42 atoms, in Å:
C: -1.279 5.719 0.924
C: -0.467 5.062 -0.151
C: -0.694 5.332 -1.491
C: 0.071 4.709 -2.465
C: 1.059 3.816 -2.112
C: 1.297 3.532 -0.766
O: 2.311 2.647 -0.530
C: 2.581 2.223 0.789
C: 1.572 1.193 1.300
C: 1.560 -0.051 0.417
C: 0.496 -1.040 0.867
O: -0.247 -0.840 1.799
N: 0.491 -2.168 0.096
C: -0.317 -3.306 0.194
C: -1.306 -3.441 1.161
C: -2.091 -4.587 1.236
C: -1.856 -5.583 0.321
C: -0.864 -5.451 -0.652
C: -0.082 -4.328 -0.739
O: -0.835 -6.576 -1.432
C: -1.842 -7.424 -0.921
O: -2.475 -6.799 0.173
C: 0.530 4.160 0.206
H: -1.826 4.970 1.496
H: -0.633 6.258 1.615
H: -1.994 6.419 0.499
H: -1.467 6.029 -1.776
H: -0.108 4.923 -3.508
H: 1.665 3.325 -2.856
H: 3.575 1.768 0.728
H: 2.639 3.079 1.471
H: 1.829 0.918 2.324
H: 0.569 1.621 1.311
H: 2.537 -0.541 0.444
H: 1.359 0.243 -0.617
H: 1.164 -2.202 -0.658
H: -1.463 -2.641 1.863
H: -2.857 -4.689 1.986
H: 0.680 -4.240 -1.496
H: -2.584 -7.630 -1.710
H: -1.390 -8.374 -0.593
H: 0.690 3.966 1.255

For the total energy, the calculation gives -1053.02471 a.u. As for the spin multiplicity: 1. The charge is 0. As for the SMILES: Cc1cccc(OCCCC(=O)Nc2ccc3c(c2)OCO3)c1. The HOMO energy comes out at -7.8 eV. The energy relative to the best compared isomer or geometry (same formula, charge and spin) is 152.5 kJ/mol.

How is the electron density shared among the atoms? According to natural (NBO), the charges in e are: -0.6498, 0.1158, -0.2848, -0.1821, -0.2648, 0.3164, -0.5032, -0.0605, -0.4231, -0.5056, 0.6910, -0.6056, -0.5985, 0.1545, -0.2524, -0.2341, 0.1964, 0.3155, -0.3226, -0.4920, 0.2371, -0.4780, -0.3524, 0.2195, 0.2170, 0.2144, 0.2075, 0.2126, 0.2193, 0.1891, 0.1788, 0.2215, 0.2258, 0.2168, 0.2342, 0.3948, 0.2586, 0.2295, 0.2179, 0.1566, 0.1565, 0.2120

=====

# C18H19NO5

An isolated molecule of C18H19NO5 in a non-equilibrium geometry (ωB97M-V with the def2-TZVPD basis set, the Open Molecules 2025 dataset).

Positions of all 43 atoms, in Å:
O: -3.359 -1.756 1.507
C: -2.321 -1.760 0.647
C: -1.550 -2.977 0.347
O: -0.423 -2.909 -0.324
C: 0.646 -2.104 0.488
C: 1.604 -1.619 -0.171
C: 3.012 -1.559 0.289
C: 3.982 -0.748 -0.531
C: 3.649 -0.276 -1.817
C: 2.426 -0.276 -2.178
C: 1.379 -1.106 -1.522
N: -1.923 -0.588 -0.087
C: -2.727 0.415 -0.171
C: -2.242 1.722 1.100
C: -0.786 1.658 0.964
C: 0.034 2.017 -0.067
C: 1.414 2.320 0.073
C: 2.103 1.614 0.933
O: 3.440 1.710 1.228
C: 1.359 0.950 2.210
C: 0.085 0.786 2.130
C: -2.762 1.201 -1.314
O: -3.296 2.230 -1.423
O: -2.068 0.613 -2.421
H: -1.600 -3.471 1.533
H: -2.319 -3.685 -0.276
H: 0.919 -2.986 1.172
H: 0.297 -1.623 1.417
H: 3.190 -1.945 1.180
H: 4.970 -0.796 0.188
H: 4.482 0.272 -2.411
H: 2.205 0.352 -3.109
H: 0.374 -1.110 -1.910
H: -1.230 -0.812 -0.699
H: -3.770 0.359 0.212
H: -2.661 2.570 1.092
H: -2.532 1.322 1.804
H: -0.540 2.810 -0.687
H: 1.801 2.831 -0.608
H: 3.769 2.105 0.238
H: 2.102 0.627 2.812
H: -0.510 0.398 2.964
H: -2.110 1.095 -3.238

For the total energy, the calculation gives -1127.80332 a.u. As for the spin multiplicity: 1. The charge is 0. As for the SMILES: O=C(COCc1ccccc1)N[C@@H](Cc1ccc(O)cc1)C(=O)O. The HOMO energy comes out at -8.1 eV. The energy relative to the best compared isomer or geometry (same formula, charge and spin) is 1343.9 kJ/mol.

How is the electron density shared among the atoms? According to natural (NBO), the charges in e are: -0.6394, 0.6352, -0.1597, -0.5179, -0.1504, -0.0964, -0.1746, -0.1870, -0.2850, -0.1783, -0.1887, -0.6140, -0.1424, -0.3396, 0.0427, -0.2422, -0.3463, 0.3500, -0.6635, -0.2359, -0.2292, 0.7843, -0.5607, -0.7544, 0.1876, 0.2453, 0.2168, 0.2654, 0.1898, 0.2449, 0.2235, 0.2212, 0.2120, 0.4235, 0.2877, 0.2082, 0.1678, 0.2068, 0.1937, 0.4754, 0.2134, 0.2110, 0.4990

=====

Question: HOMO energy of number 2 (C18H19NO5)?
Answer: -8.1 eV

=====

Question: Look up the charge of the second one.
Answer: 0